14
Properties=species:S:1:pos:R:3 method="wB97M-V/def2-TZVPD" e_above_lowest_kj_mol=0.38 smiles="C[C@@H](O)CC(=O)[O-]" homo_energy_ev=-4.34 charge=-1
C 0.16 1.53 -1.09
C 0.04 0.60 0.12
O -1.22 0.79 0.72
C 0.23 -0.87 -0.22
C 0.03 -1.81 1.02
O -0.57 -1.31 2.02
O 0.43 -2.97 0.86
H 0.97 2.24 -0.98
H -0.79 2.06 -1.21
H 0.31 0.98 -2.03
H 0.83 0.84 0.85
H -1.21 0.10 1.43
H 1.27 -1.04 -0.50
H -0.48 -1.15 -0.99



18
Properties=species:S:1:pos:R:3 method="wB97M-V/def2-TZVPD" e_above_lowest_kj_mol=44.93 homo_energy_ev=-15.19 charge=+1
C 0.40 1.42 0.87
N -0.10 0.37 -0.06
C -1.60 0.39 -0.14
C 0.47 0.51 -1.41
H 0.00 1.19 1.86
H 0.01 2.38 0.54
H 1.49 1.39 0.90
H -1.92 -0.48 -0.70
H -1.99 0.38 0.87
H -1.89 1.32 -0.61
H 0.04 -0.21 -2.10
H 1.55 0.36 -1.41
H 0.29 1.51 -1.81
N 0.69 -2.27 0.66
H 0.72 -2.74 1.55
H 1.60 -2.38 0.21
H 0.00 -2.73 0.08
H 0.16 -0.59 0.31



96
Properties=species:S:1:pos:R:3 method="wB97M-V/def2-TZVPD" smiles="C[C@@H](Br)Cc1c(CCCI)cc(ON=O)c2c1C(=O)C(CCSc1nnco1)=C(P(C)O)C2=O.CCCCCC.CCCCCC" homo_energy_ev=-8.98
C 0.89 3.80 -1.18
C 0.13 3.03 -2.24
Br 1.08 3.18 -3.94
C -0.19 1.55 -1.93
C -0.05 1.19 -0.47
C -1.14 1.39 0.39
C -2.48 1.94 -0.05
C -3.57 0.87 -0.15
C -3.39 -0.12 -1.30
I -5.28 -0.82 -2.04
C -1.00 1.09 1.74
C 0.17 0.58 2.26
O 0.22 0.30 3.61
N -0.74 -0.77 4.01
O -0.67 -1.70 3.34
C 1.26 0.35 1.42
C 1.13 0.66 0.06
C 2.32 0.38 -0.80
O 2.50 0.93 -1.86
C 3.30 -0.64 -0.33
C 4.08 -1.29 -1.44
C 3.15 -2.23 -2.25
S 3.79 -3.89 -2.49
C 3.45 -4.57 -0.93
N 4.11 -5.57 -0.44
N 3.49 -5.87 0.78
C 2.54 -5.02 0.90
O 2.44 -4.16 -0.14
C 3.42 -0.92 0.98
P 4.65 -2.18 1.55
C 6.20 -1.20 1.29
O 4.52 -2.23 3.17
C 2.54 -0.21 1.95
O 2.86 -0.07 3.11
H 1.20 4.76 -1.58
H 1.79 3.28 -0.87
H 0.26 4.00 -0.31
H -0.81 3.55 -2.43
H -1.23 1.39 -2.22
H 0.41 0.91 -2.56
H -2.80 2.64 0.73
H -2.39 2.53 -0.96
H -4.54 1.37 -0.24
H -3.59 0.31 0.79
H -2.86 -1.01 -1.00
H -2.90 0.32 -2.17
H -1.84 1.27 2.40
H 4.44 -0.50 -2.09
H 4.92 -1.86 -1.04
H 2.15 -2.25 -1.83
H 3.05 -1.83 -3.26
H 1.87 -4.97 1.74
H 6.98 -1.84 0.88
H 6.53 -0.72 2.21
H 6.01 -0.41 0.57
H 4.75 -1.41 3.62
C -1.00 -5.18 2.79
C -1.32 -6.07 1.59
C -2.66 -6.78 1.71
C -2.77 -7.75 2.89
C -1.72 -8.85 2.92
C -1.77 -9.78 1.72
H -0.91 -5.75 3.71
H -0.05 -4.65 2.64
H -1.77 -4.42 2.93
H -0.52 -6.79 1.45
H -1.34 -5.45 0.69
H -2.86 -7.32 0.78
H -3.46 -6.04 1.79
H -3.77 -8.21 2.87
H -2.73 -7.18 3.83
H -1.86 -9.44 3.83
H -0.72 -8.41 3.00
H -2.75 -10.25 1.63
H -1.02 -10.57 1.80
H -1.57 -9.24 0.79
C -1.90 10.16 -0.97
C -2.65 9.11 -1.77
C -2.34 7.67 -1.34
C -0.88 7.25 -1.52
C -0.34 7.38 -2.94
C -1.07 6.50 -3.94
H -0.82 10.07 -1.10
H -2.18 11.16 -1.29
H -2.12 10.07 0.09
H -2.44 9.23 -2.84
H -3.73 9.27 -1.66
H -2.99 6.99 -1.90
H -2.62 7.55 -0.29
H -0.78 6.21 -1.19
H -0.25 7.84 -0.84
H 0.72 7.10 -2.93
H -0.38 8.42 -3.27
H -1.01 5.45 -3.65
H -0.63 6.58 -4.94
H -2.13 6.77 -4.03



13
Properties=species:S:1:pos:R:3 method="wB97M-V/def2-TZVPD" e_above_lowest_kj_mol=467.83 homo_energy_ev="-6.85 / -7.43"
C -1.42 -0.17 0.07
C -2.30 0.93 -0.42
C 2.95 -0.52 0.11
N 0.92 0.56 -0.35
N -1.43 -1.18 0.78
N 1.47 -0.44 -0.09
H -3.35 0.59 -0.35
H -2.50 1.92 0.18
H -1.87 1.29 -1.40
H 3.38 -1.24 -0.48
H 3.36 0.44 -0.28
H 3.09 -0.55 1.12
H -2.29 -1.62 1.11



8
Properties=species:S:1:pos:R:3 method="wB97M-V/def2-TZVPD" e_above_lowest_kj_mol=137.07 homo_energy_ev=-2.81 charge=-1
C 3.52 0.14 0.16
N 0.47 0.07 0.20
O 3.96 -0.14 -0.88
O 3.35 0.26 1.30
S 1.12 -1.49 0.00
S 1.37 1.31 -0.57
H 2.10 -1.59 1.16
H 1.37 2.08 0.61



20
Properties=species:S:1:pos:R:3 method="wB97M-V/def2-TZVPD" e_above_lowest_kj_mol=130.75 homo_energy_ev=-8.79
C -1.35 0.76 -0.36
C -0.17 -0.16 -0.55
C 0.77 -0.40 0.36
C 1.13 0.31 1.65
C 0.41 -0.33 2.85
Cl 0.82 2.09 1.54
C 0.01 -0.78 -1.90
N -0.21 0.19 -3.00
H -1.29 1.74 -0.83
H -1.44 0.97 0.71
H -2.25 0.34 -0.82
H 1.48 -1.28 0.21
H 2.20 0.20 1.71
H -0.69 -0.40 2.67
H 0.83 -1.32 2.90
H 0.52 0.28 3.74
H 1.03 -1.05 -2.06
H -0.57 -1.71 -1.98
H -1.10 0.67 -2.90
H -0.14 -0.13 -3.94